(1)
This record from OMol25 describes 2 unconnected molecules or ions with the total composition C7H10BrN. The level of theory is the ωB97M-V functional and the def2-TZVPD basis.

As for the SMILES: C=C(C#N)C1(C)CC1.Br. The value obtained for the HOMO energy is -0.3596 Ha. The orbital gap comes out at 9.62 eV.

Structure (ORCA input):
```
! wB97M-V def2-TZVPD RIJCOSX def2/J DEFGRID3
* xyz 0 1
C 0.098 -1.919 1.644
C 0.286 -1.013 0.654
C 1.620 -0.748 0.384
N 2.728 -0.655 0.139
C -0.541 -0.043 -0.055
C -2.013 -0.407 -0.113
C 0.198 0.743 -1.112
C -0.029 1.391 0.190
H 1.030 -2.326 2.101
H -0.649 -1.800 2.380
H -2.243 -0.539 0.971
H -2.275 -1.365 -0.594
H -2.673 0.241 -0.486
H -0.418 1.100 -1.954
H 1.173 0.486 -1.471
H 0.773 1.603 0.894
H -0.796 2.129 0.306
Br 5.826 -0.041 -0.456
H 4.419 -0.313 -0.104
*
```

These are the Löwdin partial charges, in e, on atoms 1 to 8:
1. C 0.1178
2. C -0.2505
3. C -0.1998
4. N 0.2030
5. C -0.4052
6. C -0.0034
7. C -0.0913
8. C -0.0592



(2)
This record from OMol25 describes 2 unconnected molecules or ions with the total composition C7H10BrN2O. The level of theory is the ωB97M-V functional and the def2-TZVPD basis.

The value obtained for the HOMO energy is -0.4154 Ha. The orbital gap comes out at 8.30 eV.

Structure (ORCA input):
```
! wB97M-V def2-TZVPD RIJCOSX def2/J DEFGRID3
* xyz 1 1
C -3.828 -1.565 -0.100
C -4.227 -0.263 0.054
C -2.115 -0.413 0.656
C 3.543 0.787 -0.709
C 2.675 1.691 0.193
C 2.958 -0.605 -0.474
C 1.570 0.821 0.696
N -3.138 0.428 0.526
N -2.519 -1.620 0.280
O 1.747 -0.378 0.304
Br -5.863 0.563 -0.270
H -4.379 -2.416 -0.445
H 3.449 1.078 -1.754
H 4.593 0.830 -0.433
H 3.216 2.084 1.056
H 2.254 2.550 -0.331
H 2.663 -1.129 -1.384
H 3.598 -1.255 0.125
H -1.124 -0.148 0.985
H -3.126 1.418 0.746
H -1.947 -2.457 0.281
*
```

These are the Löwdin partial charges, in e, on atoms 1 to 8:
1. C -0.0549
2. C -0.7075
3. C -0.0348
4. C -0.1480
5. C -0.1837
6. C -0.1351
7. C -0.0827
8. N 0.1095



(3)
This record from OMol25 describes a molecular structure, C7H10BrNO2. The level of theory is the ωB97M-V functional and the def2-TZVPD basis.

The value obtained for the HOMO energy is -0.3075 Ha. The orbital gap comes out at 9.00 eV.

Structure (ORCA input):
```
! wB97M-V def2-TZVPD RIJCOSX def2/J DEFGRID3
* xyz 0 1
C 0.927 -2.493 0.153
C 0.716 1.779 0.673
C -0.340 1.445 -0.083
C -1.314 -2.388 -0.178
C -0.688 -1.144 -0.790
C 1.589 2.872 0.172
C -1.293 0.449 0.305
N 0.691 -1.363 -0.589
O 2.008 -2.910 0.399
O -0.254 -3.060 0.493
Br -3.195 0.617 0.050
H 0.910 1.244 1.476
H -0.704 1.891 -0.923
H -2.118 -2.319 0.678
H -1.818 -2.839 -1.050
H -1.081 -0.688 -1.788
H 2.494 2.571 -0.398
H 2.005 3.269 1.128
H 1.121 3.717 -0.423
H -1.024 0.027 1.392
H 1.369 -0.676 -0.696
*
```

These are the Löwdin partial charges, in e, on atoms 1 to 8:
1. C -0.5657
2. C -0.1402
3. C -0.2408
4. C -0.1595
5. C -0.1777
6. C -0.1085
7. C -0.6638
8. N 0.1285



(4)
This record from OMol25 describes 2 unconnected molecules or ions with the total composition C7H10BrNO6. The level of theory is the ωB97M-V functional and the def2-TZVPD basis.

As for the SMILES: CC(=O)O/[N+]([O-])=C(\C)Br.CC(=O)OC=O. The value obtained for the HOMO energy is -0.3314 Ha. The orbital gap comes out at 9.68 eV.

Structure (ORCA input):
```
! wB97M-V def2-TZVPD RIJCOSX def2/J DEFGRID3
* xyz 0 1
C 1.476 -1.975 1.609
C 0.501 -0.819 1.286
O 0.781 0.340 1.067
O -0.722 -1.353 1.224
N -1.814 -0.419 0.792
O -2.124 0.443 1.589
C -2.163 -0.604 -0.409
C -1.656 -1.650 -1.312
Br -3.626 0.532 -0.922
H 1.522 -2.525 0.585
H 1.084 -2.802 2.340
H 2.554 -1.561 1.705
H -2.477 -1.755 -2.031
H -0.745 -1.281 -1.638
H -1.611 -2.627 -0.622
C -0.304 3.240 0.833
C 0.021 2.469 -0.387
O -0.836 1.969 -1.053
O 1.376 2.178 -0.634
C 1.739 1.079 -1.263
O 1.106 0.172 -1.615
H -0.775 2.467 1.457
H -1.024 4.040 0.625
H 0.720 3.527 1.235
H 2.901 1.224 -1.347
*
```

These are the Löwdin partial charges, in e, on atoms 1 to 8:
1. C 0.0157
2. C -0.4996
3. O 0.1030
4. O 0.0586
5. N -0.2781
6. O -0.0145
7. C -0.6655
8. C -0.0538



(5)
This record from OMol25 describes a gas-phase ion, C7H10ClN2 (charge +1). The level of theory is the ωB97M-V functional and the def2-TZVPD basis.

As for the SMILES: CC[C@H](Cl)c1ccc[nH+]n1. The value obtained for the HOMO energy is -0.5172 Ha. The orbital gap comes out at 8.28 eV.

Structure (ORCA input):
```
! wB97M-V def2-TZVPD RIJCOSX def2/J DEFGRID3
* xyz 1 1
C -0.628 0.189 2.760
C -1.395 0.745 1.449
C -1.487 -0.290 0.239
Cl -1.919 -2.011 0.736
C -0.210 -0.243 -0.763
C 1.079 0.356 -0.161
C 2.255 0.297 -1.212
C 1.788 -0.339 -2.528
N 0.508 -0.804 -2.891
N -0.495 -0.763 -2.026
H -0.214 -0.877 2.615
H -1.210 0.318 3.726
H 0.316 0.850 2.868
H -2.480 0.942 1.790
H -1.005 1.766 1.097
H -2.368 0.058 -0.421
H 1.217 0.788 0.877
H 3.312 0.655 -0.982
H 2.601 -0.452 -3.335
H 0.333 -1.187 -3.839
*
```

These are the Löwdin partial charges, in e, on atoms 1 to 8:
1. C -0.1304
2. C -0.2653
3. C -0.6075
4. Cl 0.5945
5. C -0.1671
6. C 0.1287
7. C 0.0775
8. C 0.0232



(6)
This record from OMol25 describes a molecular structure, C7H10ClNO4Ti. The level of theory is the ωB97M-V functional and the def2-TZVPD basis.

The value obtained for the HOMO energy (alpha / beta) is -0.0913 / -0.1450 Ha. The orbital gap (alpha / beta) comes out at 5.60 / 7.04 eV. The expectation value of S² is 0.76.

Structure (ORCA input):
```
! wB97M-V def2-TZVPD RIJCOSX def2/J DEFGRID3
* xyz -1 2
C 0.650 1.554 -1.817
C -0.763 1.406 -1.991
C -1.036 0.032 -2.295
C 0.214 -0.671 -2.308
C 1.255 0.270 -2.012
Ti -0.032 0.107 -0.024
N 1.282 0.417 1.027
C -0.743 1.323 1.972
C -1.696 1.420 0.970
H -2.022 -0.403 -2.476
H -1.506 2.203 -1.922
H 0.351 -1.736 -2.512
H 2.324 0.050 -1.965
H 1.178 2.482 -1.583
H -1.826 2.355 0.415
H -0.104 2.170 2.229
H 2.058 0.595 1.666
H -2.492 0.664 0.881
H -0.763 0.493 2.690
O 0.453 -2.725 3.196
Cl 0.759 -3.020 1.862
O 2.124 -3.252 1.664
O -0.050 -4.017 1.324
O 0.385 -1.714 1.008
*
```

These are the Löwdin partial charges, in e, on atoms 1 to 8:
1. C -0.1981
2. C -0.2133
3. C -0.1988
4. C -0.1933
5. C -0.1976
6. Ti 0.6574
7. N -0.1812
8. C -0.1421



(7)
This record from OMol25 describes a molecular structure, C7H10CuF5N4OS2Te. The level of theory is the ωB97M-V functional and the def2-TZVPD basis.

The value obtained for the HOMO energy (alpha / beta) is -0.0188 / -0.0188 Ha. The orbital gap (alpha / beta) comes out at 5.02 / 5.02 eV.

Structure (ORCA input):
```
! wB97M-V def2-TZVPD RIJCOSX def2/J DEFGRID3
* xyz -2 1
Cu 0.493 1.394 -0.028
S 1.654 2.895 0.884
C 0.639 4.342 0.732
C 1.353 5.500 1.167
N 2.102 6.324 1.338
C -0.671 4.553 0.327
S -1.826 3.545 -0.274
C -1.266 5.854 0.350
N -1.763 6.906 0.420
N 3.072 -1.992 -0.608
C 2.253 -2.763 0.396
C 0.728 -2.668 0.412
C 0.255 -1.233 0.517
N 0.215 -0.486 -0.692
H 3.932 -2.515 -0.580
H 3.327 -1.022 -0.165
H 2.600 -2.538 1.361
H 2.588 -3.809 0.189
H 0.222 -3.180 1.294
H 0.380 -3.184 -0.553
H 0.978 -0.699 1.231
H -0.830 -1.274 0.922
H -0.790 -0.652 -1.022
H 0.990 -0.914 -1.239
F -2.410 -0.615 -0.745
Te -3.478 -2.270 -1.337
F -4.034 -4.123 -1.708
F -2.696 -2.833 0.312
F -5.107 -1.902 -0.222
F -1.659 -2.872 -1.927
O -1.250 2.230 -0.752
*
```

These are the Löwdin partial charges, in e, on atoms 1 to 8:
1. Cu 0.0074
2. S 0.5276
3. C -0.6897
4. C -0.3870
5. N 0.1076
6. C -0.6420
7. S 0.8398
8. C -0.3388



(8)
This record from OMol25 describes a molecular structure, C7H10F5NOTcTe. The level of theory is the ωB97M-V functional and the def2-TZVPD basis.

The value obtained for the HOMO energy (alpha / beta) is -0.2640 / -0.3294 Ha. The orbital gap (alpha / beta) comes out at 5.05 / 6.87 eV. The expectation value of S² is 3.81.

Structure (ORCA input):
```
! wB97M-V def2-TZVPD RIJCOSX def2/J DEFGRID3
* xyz 0 4
C 2.310 0.178 -0.492
C 1.540 -0.386 -1.578
C 0.825 -1.512 -1.095
C 1.126 -1.674 0.294
C 2.128 -0.698 0.650
Tc 0.538 0.745 0.606
N 0.834 0.805 2.350
C 0.303 2.281 -0.686
C -0.183 1.585 -1.847
H 0.198 -2.165 -1.686
H 1.554 -0.065 -2.616
H 0.826 -2.504 0.910
H 2.792 -0.752 1.503
H 3.051 0.960 -0.551
H 0.439 1.670 -2.732
H -0.319 3.069 -0.218
H 0.898 1.618 3.019
H -1.253 1.673 -2.012
H 1.278 2.798 -0.757
F -3.994 0.308 1.120
Te -2.692 -1.073 1.009
F -1.465 -2.526 0.911
F -2.957 -1.185 -0.863
F -2.416 -0.997 2.894
F -4.050 -2.395 1.236
O -1.315 0.243 0.631
*
```

These are the Löwdin partial charges, in e, on atoms 1 to 8:
1. C -0.2684
2. C -0.1514
3. C -0.0818
4. C -0.1456
5. C -0.2717
6. Tc 1.4173
7. N -0.2117
8. C -0.3871



(9)
This record from OMol25 describes a molecular structure, C7H10F6N2O7PdS2. The level of theory is the ωB97M-V functional and the def2-TZVPD basis.

The value obtained for the HOMO energy (alpha / beta) is 0.0751 / -0.0334 Ha. The orbital gap (alpha / beta) comes out at 2.71 / 5.66 eV. The expectation value of S² is 2.01.

Structure (ORCA input):
```
! wB97M-V def2-TZVPD RIJCOSX def2/J DEFGRID3
* xyz -2 3
Pd -0.286 -1.105 -0.655
N 1.593 -0.611 0.448
C 1.304 -1.036 1.922
C 0.724 -2.408 2.070
C -0.861 -2.319 2.093
O -1.438 -2.728 3.105
O -1.407 -1.934 0.975
H 2.405 -1.139 0.140
H 1.696 0.438 0.318
H 0.641 -0.227 2.346
H 2.257 -1.100 2.391
H 1.023 -2.825 3.092
H 1.018 -3.151 1.332
F 1.970 2.604 -0.978
C 1.165 2.198 -1.938
F 1.052 2.999 -2.930
F 1.704 0.985 -2.419
S -0.620 1.873 -1.348
O -0.478 1.025 -0.171
O -1.249 1.195 -2.489
N -1.330 3.207 -1.009
S -1.057 4.303 0.131
O 0.275 4.806 0.077
O -2.195 5.203 0.187
C -1.171 3.462 1.852
F -1.243 4.379 2.798
F -2.203 2.599 1.996
F -0.042 2.788 2.042
H -0.114 -1.721 -2.365
C -0.946 -3.713 -2.232
C 0.167 -2.812 -1.917
O 1.362 -3.095 -1.631
H -0.581 -4.554 -2.892
H -1.706 -3.270 -2.903
H -1.432 -4.314 -1.439
*
```

These are the Löwdin partial charges, in e, on atoms 1 to 8:
1. Pd 0.7604
2. N -0.0545
3. C -0.2304
4. C -0.1455
5. C -0.6665
6. O -0.0585
7. O -0.1798
8. H 0.0713



(10)
This record from OMol25 describes 2 unconnected molecules or ions with the total composition C7H10FN2O. The level of theory is the ωB97M-V functional and the def2-TZVPD basis.

The value obtained for the HOMO energy (alpha / beta) is -0.4518 / -0.4518 Ha. The orbital gap (alpha / beta) comes out at 6.74 / 6.74 eV.

Structure (ORCA input):
```
! wB97M-V def2-TZVPD RIJCOSX def2/J DEFGRID3
* xyz 1 1
C -1.321 -1.634 1.088
C -1.340 -0.423 1.822
C -0.172 -2.098 0.544
C -0.212 0.368 1.925
C 0.256 1.202 -1.035
C 1.110 -1.377 0.701
C 0.956 -0.043 1.306
N 1.330 1.785 -1.501
N -0.826 1.102 -1.744
O -0.983 1.742 -3.008
F 2.045 0.697 1.384
H -2.240 -2.191 0.984
H -2.262 -0.108 2.289
H -0.142 -3.036 0.010
H -0.229 1.310 2.451
H 1.763 -1.977 1.360
H 1.671 -1.334 -0.239
H 2.163 1.855 -0.940
H 1.330 2.276 -2.391
H -1.706 0.815 -1.336
H -1.191 1.066 -3.671
*
```

These are the Löwdin partial charges, in e, on atoms 1 to 8:
1. C -0.0494
2. C 0.0204
3. C 0.0016
4. C 0.0050
5. C -0.1915
6. C -0.0842
7. C -0.2268
8. N 0.1195



(11)
This record from OMol25 describes a gas-phase ion, C7H10IN4 (charge +1). The level of theory is the ωB97M-V functional and the def2-TZVPD basis.

As for the SMILES: CN1CN(I)C(=[NH2+])c2c[nH]cc21. The value obtained for the HOMO energy is -0.4289 Ha. The orbital gap comes out at 6.78 eV.

Structure (ORCA input):
```
! wB97M-V def2-TZVPD RIJCOSX def2/J DEFGRID3
* xyz 1 1
C 1.078 -2.249 -0.283
N 1.012 -0.845 -0.043
C 1.459 0.167 -0.927
N 0.439 0.970 -1.738
I 0.673 1.342 -3.848
C -0.711 1.252 -1.041
N -1.693 1.918 -1.631
C -0.822 0.739 0.319
C -1.573 1.224 1.384
N -1.177 0.498 2.512
C -0.288 -0.471 2.168
C 0.013 -0.300 0.788
H 1.351 -2.448 -1.353
H 1.675 -2.837 0.428
H 0.059 -2.883 -0.146
H 1.946 1.020 -0.267
H 2.135 -0.067 -1.702
H -2.620 1.777 -1.303
H -1.662 2.245 -2.540
H -2.215 2.055 1.360
H -1.422 0.568 3.516
H 0.045 -1.063 2.891
*
```

These are the Löwdin partial charges, in e, on atoms 1 to 8:
1. C -0.0665
2. N -0.1333
3. C -0.1884
4. N -0.3666
5. I 0.9329
6. C -0.3036
7. N 0.2008
8. C -0.1155



no.,calculated total energy (eV),largest force on an atom (eV/Å)
1,-78950.9407,4.6
2,-82482.6126,1.6
3,-83046.0904,6.8
4,-91234.2668,4.4
5,-22913.0276,6.1
6,-52730.9094,7.3
7,-102622.7232,4.1
8,-34032.3912,4.2
9,-66185.9740,4.1
10,-15155.9842,1.7
11,-21474.3266,5.4